(1)
# C30H55Cl2N2NbO3P2Si4

C30H55Cl2N2NbO3P2Si4 as an isolated structure at a distorted geometry (the ωB97M-V functional and the def2-TZVPD basis, the OMol25 dataset).

Computed properties:
gap between HOMO and LUMO = 0.14411 hartree
energy above the lowest of the compared OMol25 structures with the same formula, charge and spin = 0.0 kcal/mol
lowest unoccupied orbital energy = -1.5 eV

Each line ends with the Löwdin charge.
Atoms and positions in Å:
Nb  0.0842  -0.2138  -0.3415  1.249
O  -1.1657  2.5029  -4.6124  -0.234
C  -0.3019  3.4743  -5.2452  -0.171
O  -0.6330  -0.1450  -5.2399  -0.296
C  0.5995  -0.6703  -5.6778  -0.307
H  0.4851  2.9575  -5.8216  0.002
H  0.1914  4.0186  -4.4333  0.069
H  -0.8717  4.1581  -5.9066  0.081
H  0.5842  -0.9915  -6.7306  0.072
H  0.9044  -1.4673  -4.9952  0.022
H  1.3461  0.2228  -5.5048  -0.210
C  -1.9621  1.8269  -5.5988  -0.209
C  -1.2264  0.6634  -6.2520  -0.224
H  -2.2659  2.5205  -6.4044  0.115
H  -2.8472  1.4251  -5.0715  0.118
H  -0.4881  1.0553  -6.9790  0.124
H  -1.9705  0.0484  -6.7894  0.121
Cl  0.3769  -0.7684  -2.5467  0.221
Cl  1.9653  1.4644  -4.6959  0.120
N  0.1636  -1.9724  0.8337  -0.396
P  -2.5026  -0.4423  -0.6882  0.839
P  2.6915  -0.2021  -0.3233  0.798
C  3.1195  -1.7048  0.5571  -0.380
C  3.0224  1.3386  0.5362  -0.389
C  -2.9041  -1.5758  0.6823  -0.380
C  -2.9885  1.2640  -0.3413  -0.379
Si  -1.5887  2.5393  0.0092  0.378
H  -3.6918  1.2449  0.5078  0.056
H  -3.5501  1.6198  -1.2218  0.055
C  -2.0029  3.2759  1.6823  -0.163
C  -1.7317  3.9106  -1.2713  -0.149
Si  1.5525  2.5948  0.3433  0.328
H  3.9562  1.7395  0.1113  0.045
H  3.2325  1.1106  1.5933  0.052
C  2.0032  3.8166  -1.0023  -0.173
C  1.6102  3.5488  1.9681  -0.165
Si  1.6558  -2.4798  1.5287  0.302
H  3.9541  -1.4602  1.2350  0.063
H  3.4659  -2.4553  -0.1674  0.042
C  2.0627  -2.0075  3.3086  -0.185
C  1.8049  -4.3423  1.5184  -0.180
Si  -1.4025  -2.6482  1.2199  0.314
H  -3.6990  -2.2548  0.3265  0.059
H  -3.3428  -0.9895  1.5047  0.055
C  3.6515  -0.2398  -1.8889  -0.370
C  4.2159  0.9232  -2.4319  -0.139
H  4.0556  1.8827  -1.9317  0.084
C  4.9128  0.8544  -3.6395  -0.130
H  5.2986  1.7797  -4.0666  0.107
C  5.0548  -0.3595  -4.3132  -0.080
H  5.5945  -0.3995  -5.2572  0.107
C  4.4562  -1.5122  -3.7913  -0.075
H  4.5141  -2.4588  -4.3250  0.105
C  3.7457  -1.4523  -2.5980  -0.131
H  3.2422  -2.3361  -2.2087  0.088
C  -3.4605  -1.1219  -2.0922  -0.349
C  -2.8501  -2.0904  -2.9043  -0.102
H  -1.7701  -2.2250  -2.8051  0.048
C  -3.6073  -2.8469  -3.7930  -0.064
H  -3.1272  -3.6144  -4.4000  0.112
C  -4.9829  -2.6329  -3.8967  -0.077
H  -5.5851  -3.2484  -4.5634  0.106
C  -5.5843  -1.6272  -3.1365  -0.084
H  -6.6554  -1.4486  -3.2244  0.104
C  -4.8330  -0.8501  -2.2529  -0.087
H  -5.2883  -0.0453  -1.6767  0.103
H  1.6648  -4.7347  0.5036  0.038
H  1.0771  -4.8186  2.1932  0.032
H  2.8257  -4.5616  1.8740  0.040
H  2.4404  -0.9836  3.4080  0.020
H  2.8833  -2.6894  3.6032  0.044
H  1.2372  -2.1702  4.0134  0.029
C  -1.5491  -4.2452  0.2635  -0.168
C  -1.7214  -2.9856  3.0359  -0.164
H  -1.2179  -4.0818  -0.7697  0.034
H  -2.6042  -4.5578  0.2651  0.038
H  -0.9330  -5.0286  0.7246  0.025
H  -1.7358  -2.0825  3.6621  0.028
H  -1.0153  -3.7081  3.4678  0.030
H  -2.7279  -3.4376  3.0671  0.043
H  -2.1008  3.5199  -2.2290  0.028
H  -0.7712  4.3961  -1.4630  0.014
H  -2.4329  4.6797  -0.9070  0.039
H  -1.5710  2.7289  2.5259  0.015
H  -3.0967  3.2593  1.8078  0.039
H  -1.6830  4.3266  1.7475  0.038
H  3.0344  4.1772  -0.8747  0.039
H  1.3424  4.6919  -0.9531  0.024
H  1.9160  3.3616  -1.9979  0.024
H  1.3679  2.9433  2.8477  -0.003
H  0.9395  4.4189  1.9460  0.034
H  2.6339  3.9317  2.1240  0.046
N  0.0424  1.8587  -0.0881  -0.387
C  0.0275  0.6794  3.6539  -0.060
C  -0.0532  0.4011  2.2293  -0.285
O  -1.0910  0.2308  1.5734  -0.298
H  0.7637  -0.0125  4.0961  0.061
H  -0.9440  0.5269  4.1628  0.099
H  0.3600  1.7166  3.8395  0.077



(2)
# C30H55F6MgN5O5P

C30H55F6MgN5O5P as an isolated structure at a distorted geometry (the ωB97M-V functional and the def2-TZVPD basis, the OMol25 dataset).

Computed properties:
gap between HOMO and LUMO (spin up / spin down) = 0.30314 / 0.13598 hartree
energy above the lowest of the compared OMol25 structures with the same formula, charge and spin = 0.0 kcal/mol
lowest unoccupied orbital energy (spin up / spin down) = -4.8 / -9.4 eV
spin multiplicity = 2
net charge = +2

Each line ends with the Löwdin spin population.
Atoms and positions in Å:
Mg  6.7039  -11.7376  10.9754  0.000
P  7.6870  -15.0515  11.2828  0.000
F  7.6079  -13.4897  11.6541  0.000
F  8.5907  -15.4402  12.6304  0.000
F  6.3053  -15.3794  12.1616  0.000
F  7.7765  -16.6545  10.8837  0.000
F  6.9053  -14.9635  9.8729  0.000
F  9.0637  -14.7245  10.4709  0.001
C  7.3515  -18.3076  13.5118  0.000
C  8.7094  -18.4582  12.9586  0.000
N  9.7567  -18.6769  12.4993  0.000
H  6.6859  -18.2684  12.6495  0.000
H  7.0538  -17.3989  14.0350  0.000
H  7.1378  -19.1908  14.1137  0.000
C  9.3519  -9.2278  13.4145  0.000
C  8.9915  -10.1246  12.3079  0.000
N  8.6692  -10.8828  11.4479  0.000
H  10.4157  -9.2120  13.6517  0.000
H  8.8170  -9.5167  14.3192  0.000
H  9.1570  -8.1998  13.1089  0.000
C  5.6928  -12.4929  15.3621  0.000
C  5.9066  -11.9508  13.9793  0.000
N  6.0624  -11.6817  12.8752  0.000
H  4.8203  -11.9710  15.7551  0.000
H  6.5720  -12.3220  15.9834  0.000
H  5.5107  -13.5636  15.2695  0.000
C  8.0302  -11.9949  6.5012  0.000
C  7.6483  -12.0660  7.9015  0.000
N  7.3523  -12.1310  9.0151  0.000
H  8.8303  -12.5936  6.0659  0.000
H  8.2701  -10.9418  6.3552  0.000
H  7.1113  -12.2273  5.9629  0.000
C  2.7817  -14.2918  10.2913  0.000
C  3.9698  -13.5202  10.4895  0.000
N  4.9284  -12.8776  10.6263  0.000
H  2.2275  -14.3654  11.2270  0.000
H  3.2695  -15.1986  9.9337  0.000
H  2.1589  -13.9339  9.4715  0.000
C  13.2434  -16.6602  9.3183  0.016
C  12.6506  -15.8802  10.4298  0.007
C  11.6767  -16.8877  11.1371  0.091
O  12.0747  -18.1245  10.6244  0.673
C  13.2707  -18.0467  9.8478  0.070
H  14.2323  -16.3396  8.9908  -0.001
H  12.6735  -16.6889  8.3896  0.001
H  12.2159  -14.9398  10.0908  0.001
H  13.5577  -15.6970  11.0058  0.001
H  10.6378  -16.8009  10.8191  0.033
H  12.0022  -16.8714  12.1773  0.049
H  13.1906  -18.7488  9.0178  0.009
H  14.0550  -18.1364  10.5994  0.046
C  6.0884  -14.9783  6.6536  0.000
C  5.9006  -14.9633  5.1603  0.000
C  6.8996  -15.9449  4.6342  0.000
O  6.5411  -17.0272  5.5874  0.000
C  6.3091  -16.4940  6.9157  0.000
H  5.2121  -14.5230  7.1151  0.000
H  6.9751  -14.4896  7.0572  0.000
H  6.2205  -13.9642  4.8644  0.000
H  4.8831  -15.0705  4.7846  0.000
H  7.9220  -15.5674  4.6494  0.000
H  6.7569  -16.2450  3.5960  0.000
H  7.1831  -16.6146  7.5558  0.000
H  5.5155  -17.0478  7.4172  0.000
C  9.2873  -15.1511  17.4988  0.000
C  8.7522  -15.8600  16.2948  0.000
C  8.6094  -17.2966  16.7940  0.000
O  8.9343  -17.2120  18.1912  0.000
C  9.9540  -16.2249  18.3152  0.000
H  8.4824  -14.7104  18.0870  0.000
H  10.0175  -14.3692  17.2902  0.000
H  9.4150  -15.8466  15.4295  0.000
H  7.8573  -15.3834  15.8946  0.000
H  9.1755  -18.0017  16.1854  0.000
H  7.5807  -17.6336  16.6661  0.000
H  10.9239  -16.5988  17.9873  0.000
H  10.0509  -16.0913  19.3926  0.000
C  3.4926  -18.3500  14.1182  0.000
C  2.0830  -18.9298  14.2781  0.000
C  1.2667  -18.0786  13.3032  0.000
O  1.9036  -16.8117  13.3204  0.000
C  3.3608  -16.9250  13.5496  0.000
H  3.9950  -18.8818  13.3102  0.000
H  4.0937  -18.4440  15.0226  0.000
H  1.6881  -18.8635  15.2919  0.000
H  2.0238  -19.9682  13.9521  0.000
H  0.2474  -18.0351  13.6869  0.000
H  1.1646  -18.5560  12.3287  0.000
H  3.6179  -16.1266  14.2458  0.000
H  3.8246  -16.7098  12.5870  0.000
C  11.8626  -13.6343  12.9718  0.000
C  12.2063  -12.3212  12.1950  0.000
C  12.5690  -11.3058  13.3022  0.000
O  11.9635  -11.7313  14.4673  0.000
C  11.2291  -12.9413  14.1958  0.000
H  12.7904  -14.0674  13.3455  0.000
H  11.2481  -14.3754  12.4607  0.000
H  11.2966  -12.0492  11.6596  0.000
H  13.0612  -12.5271  11.5508  0.000
H  12.3349  -10.2507  13.1610  0.000
H  13.6325  -11.3760  13.5307  0.000
H  10.2210  -12.6053  13.9530  0.000
H  11.2710  -13.5901  15.0706  0.000



| no. | DFT total energy (eV) |
| --- | --- |
| 1 | -117812.8472 |
| 2 | -80716.2597 |